No. 1
The following is a DFT calculation (the ωB97M-V functional and the def2-TZVPD basis) of one molecule with the formula C5H12O.

The geometry in XYZ format:
```
18
C5H12O, DFT the ωB97M-V functional and the def2-TZVPD basis
C -2.74 0.24 -0.23
H 1.20 -0.84 -0.92
C 2.80 0.64 0.29
H 3.58 0.96 0.97
O 2.09 -0.40 0.91
H -2.68 1.29 0.08
H -1.44 -1.38 -0.80
H -1.05 0.15 -1.57
C -0.29 -0.03 0.43
H -3.44 0.17 -1.07
H 2.16 1.51 0.06
H -0.05 1.04 0.45
H 0.81 -1.88 0.46
C -1.37 -0.30 -0.62
H -3.16 -0.33 0.61
H -0.66 -0.28 1.44
H 3.25 0.30 -0.66
C 0.98 -0.84 0.16
```

The LUMO energy comes out at 0.0417 Ha. The calculation puts the largest force on an atom at 0.4 eV Å⁻¹. The value obtained for the HOMO-LUMO gap is 0.397 Eh.


No. 2
The following is a DFT calculation (the ωB97M-V functional and the def2-TZVPD basis) of one molecule with the formula C5H6O in a non-equilibrium geometry.

The geometry in XYZ format:
```
12
C5H6O, DFT the ωB97M-V functional and the def2-TZVPD basis
H -0.82 0.75 -2.14
C -0.14 1.21 0.20
H 1.34 0.40 1.71
C -0.03 -0.95 -0.93
C -0.56 0.43 -1.12
H 0.92 -1.98 0.73
C 0.55 -1.08 0.25
O -1.47 0.88 -0.12
H 0.02 -1.71 -1.70
C 0.47 0.15 1.08
H -0.34 -0.36 1.62
H 0.07 2.27 0.41
```

The LUMO energy comes out at 0.0423 Ha. The calculation puts the largest force on an atom at 1.9 eV Å⁻¹. The value obtained for the HOMO-LUMO gap is 0.379 Eh.


The lowest LUMO energy belongs to which entry? C5H12O